No. 1
Computed, not measured: an isolated molecule of C10H16N4O4 at a distorted geometry, with wB97M-V/def2-TZVPD.

The geometry in XYZ format:
```
34
Properties=species:S:1:pos:R:3:lowdin_charge:R:1
C -1.2850 -0.4004 -3.3035 -0.032
C -2.0476 0.0655 -2.0552 -0.406
O -3.1540 -0.7741 -1.7548 -0.050
C -1.1319 0.2154 -0.8537 -0.335
N -1.8916 0.2126 0.3262 0.068
C -0.2812 1.4548 -0.9633 -0.353
O -0.3895 2.2516 -1.9501 0.010
N 0.6462 1.8174 -0.0280 0.124
C 1.0127 1.3777 1.3074 -0.193
C 1.9975 0.1267 1.4059 -0.055
C 1.2533 -1.1594 1.2010 -0.304
C 1.6926 -2.2794 0.5274 -0.035
N 0.7312 -3.2971 0.7736 0.067
C -0.1532 -2.7477 1.5939 -0.211
N 0.0602 -1.4720 1.8602 0.085
C 1.6327 2.5118 2.1084 -0.478
O 1.8716 2.4951 3.3024 0.104
O 1.8493 3.6170 1.3956 0.116
H -0.7557 -1.3429 -3.1123 0.075
H -0.5756 0.3802 -3.6489 0.087
H -2.0210 -0.6555 -4.1042 0.088
H -2.3521 1.1186 -2.2037 0.146
H -3.8849 -0.1757 -1.4517 0.125
H -0.4081 -0.6771 -0.8193 0.157
H -1.3417 -0.1137 1.1338 0.043
H -2.5696 -0.5205 0.2005 0.068
H 1.3301 2.5147 -0.3521 0.150
H 0.1229 1.0005 1.9090 0.159
H 2.3148 0.1616 2.4546 0.121
H 2.8428 0.2486 0.7380 0.123
H 2.6384 -2.4959 0.0154 0.120
H 0.7096 -4.2516 0.4778 0.144
H -0.9733 -3.3483 1.9878 0.131
H 2.5100 4.1413 1.8820 0.145
```

As for the SMILES: C[C@@H](O)[C@H](N)C(=O)N[C@@H](Cc1c[nH]cn1)C(=O)O. The highest occupied orbital energy is -8.81 eV. The value obtained for the strongest force on any atom is 0.077 hartree/bohr. As for the energy above the lowest of the compared OMol25 structures with the same formula, charge and spin: 1.594 eV. The calculation puts the lowest unoccupied orbital energy at 0.51 eV. The value obtained for the total energy is -24780.0569 eV. As for the net charge: 0.



No. 2
Computed, not measured: an isolated molecule of C4H9NO, with wB97M-V/def2-TZVPD.

The geometry in XYZ format:
```
15
Properties=species:S:1:pos:R:3:lowdin_charge:R:1
C 1.7762 -1.7038 0.0116 -0.107
C 0.7629 -0.7421 -0.5080 -0.196
N -0.4852 -0.7287 -0.0396 -0.052
C -1.3504 0.2910 -0.0336 -0.138
C -0.8426 1.6772 -0.1952 -0.301
O -1.5917 2.5912 0.5889 -0.079
H 2.4366 -1.2437 0.7622 0.069
H 1.2975 -2.5628 0.5004 0.070
H 2.4189 -2.0864 -0.7887 0.067
H 1.0350 0.0519 -1.1892 0.103
H -0.8037 -1.5935 0.3964 0.158
H -2.3977 0.0793 0.1366 0.102
H -0.8768 2.0851 -1.2146 0.117
H 0.2315 1.6628 0.0907 0.107
H -1.6106 2.2225 1.4821 0.081
```

The highest occupied orbital energy is -6.60 eV. The value obtained for the strongest force on any atom is 0.007 hartree/bohr. As for the energy above the lowest of the compared OMol25 structures with the same formula, charge and spin: 3.266 eV. The calculation puts the lowest unoccupied orbital energy at 0.95 eV. The value obtained for the total energy is -7829.0541 eV. As for the net charge: 0.



No. 3
Computed, not measured: an isolated molecule of C6H9N5 at a distorted geometry, with wB97M-V/def2-TZVPD.

The geometry in XYZ format:
```
20
Properties=species:S:1:pos:R:3:lowdin_charge:R:1
C -1.3185 -1.7384 -1.2454 -0.061
N -0.6109 -0.4712 -1.4466 -0.277
C -1.4897 0.7333 -1.3913 -0.058
N 0.4536 -0.3003 -0.7290 -0.143
N 1.6862 0.1196 -1.1876 0.114
C 2.4221 0.4284 -0.1619 -0.115
N 1.7087 0.4696 1.0437 0.006
C 1.7116 0.8625 2.3322 -0.174
N 0.5361 0.6472 2.9041 0.046
C -0.3061 0.0286 1.9911 -0.105
C 0.4160 0.0452 0.8656 -0.128
H -0.5973 -2.2539 -0.5795 0.090
H -2.3612 -1.5726 -0.8780 0.078
H -1.4230 -2.2856 -2.2835 0.108
H -2.2166 0.7683 -2.2695 0.101
H -2.1824 0.5926 -0.4685 0.086
H -0.9524 1.6084 -1.0537 0.073
H 3.3711 0.9279 -0.4128 0.126
H 2.5377 1.4186 2.7694 0.123
H -1.3851 -0.0284 2.2013 0.111
```

As for the SMILES: CN(C)n1ncn2cncc12. The highest occupied orbital energy is -8.24 eV. The value obtained for the strongest force on any atom is 0.134 hartree/bohr. As for the energy above the lowest of the compared OMol25 structures with the same formula, charge and spin: 4.385 eV. The calculation puts the lowest unoccupied orbital energy at 0.91 eV. The value obtained for the total energy is -13814.0699 eV. As for the net charge: 0.



No. 4
Computed, not measured: a cluster of 7 separate species, C35H81N3O11 in total at a distorted geometry, with wB97M-V/def2-TZVPD.

The geometry in XYZ format:
```
130
Properties=species:S:1:pos:R:3:lowdin_charge:R:1
C -2.9916 7.4279 -0.6726 -0.022
C -1.8581 6.6714 -1.3969 -0.517
C -0.9735 7.6496 -2.1575 -0.028
C -1.0375 5.8718 -0.3744 -0.144
C -1.6495 4.6005 0.1266 -0.184
C -2.0307 3.6842 -1.0332 -0.132
C -2.9584 4.3856 -2.0332 -0.520
C -2.9962 3.5687 -3.3039 -0.034
C -4.3675 4.4459 -1.3954 -0.014
N -2.3831 5.6886 -2.3585 -0.094
O -3.1217 6.2972 -3.4018 -0.026
H -3.7638 7.7585 -1.3767 0.077
H -3.5521 6.7846 0.0021 0.064
H -2.6215 8.3087 -0.1501 0.086
H -0.1551 7.0792 -2.6055 0.088
H -1.5342 7.9966 -3.0243 0.080
H -0.5914 8.4291 -1.5048 0.087
H -0.0208 5.8097 -0.7753 0.118
H -0.8676 6.5436 0.4811 0.123
H -0.9872 4.0913 0.8326 0.089
H -2.5213 4.7655 0.7709 0.112
H -2.5333 2.7935 -0.6529 0.116
H -1.0968 3.3796 -1.5165 0.123
H -1.9856 3.2131 -3.5456 0.087
H -3.4204 4.0643 -4.1695 0.080
H -3.4650 2.5844 -3.1875 0.071
H -4.7541 3.4433 -1.2163 0.084
H -5.0265 4.8792 -2.1563 0.085
H -4.3801 5.0328 -0.4861 0.057
H -3.8531 6.7460 -2.9591 0.076
C 1.2329 -3.6932 -3.6946 -0.028
C 2.3842 -4.1197 -2.7444 -0.524
C 1.8312 -5.1692 -1.7738 -0.025
C 3.3907 -4.8680 -3.6461 -0.130
C 4.2270 -3.8847 -4.4976 -0.165
C 4.8450 -2.7350 -3.6882 -0.125
C 3.9757 -2.0687 -2.6137 -0.492
C 4.8896 -1.5854 -1.5099 -0.031
C 3.0956 -0.9431 -3.2052 -0.008
N 3.1036 -3.1055 -2.0313 -0.107
O 2.3774 -2.6232 -0.9063 -0.046
H 0.3979 -3.2951 -3.1018 0.078
H 1.5180 -2.9462 -4.4301 0.065
H 0.8452 -4.5739 -4.2006 0.084
H 1.1847 -4.6621 -1.0547 0.078
H 1.2354 -5.9378 -2.2637 0.091
H 2.6512 -5.6620 -1.2519 0.082
H 4.0534 -5.4832 -3.0373 0.122
H 2.8555 -5.4591 -4.3868 0.116
H 5.0463 -4.5299 -4.8226 0.108
H 3.6718 -3.5077 -5.3547 0.106
H 5.1038 -1.9675 -4.4237 0.113
H 5.8103 -3.1100 -3.3444 0.118
H 5.6257 -0.8633 -1.8622 0.098
H 5.3842 -2.4442 -1.0557 0.076
H 4.3351 -1.1376 -0.6809 0.081
H 2.9313 -0.2111 -2.4091 0.083
H 2.1272 -1.2556 -3.5864 0.062
H 3.5916 -0.4300 -4.0308 0.085
H 1.6871 -2.0692 -1.3049 0.100
C -0.6842 0.4413 4.4504 -0.028
C -0.5139 0.3365 2.9304 -0.509
C -0.9524 1.6697 2.2885 -0.047
C 0.9992 0.2370 2.6181 -0.128
C 1.5334 -1.1778 2.7311 -0.164
C 0.6604 -2.2428 2.0723 -0.132
C -0.8474 -2.1209 2.3135 -0.501
C -1.5577 -2.8930 1.2089 -0.022
C -1.1025 -2.7828 3.6686 -0.025
N -1.2298 -0.7135 2.2516 -0.079
O -2.6302 -0.5372 2.3993 -0.021
H -0.1470 -0.3422 4.9945 0.069
H -1.7188 0.3783 4.7946 0.085
H -0.2397 1.3638 4.8287 0.082
H -0.6060 1.6479 1.2508 0.075
H -0.5089 2.5659 2.7239 0.081
H -2.0365 1.7731 2.2563 0.080
H 1.1212 0.7782 1.6805 0.107
H 1.5963 0.8227 3.3245 0.115
H 1.6602 -1.5231 3.7610 0.112
H 2.5341 -1.1391 2.2934 0.097
H 1.0446 -3.2109 2.4145 0.125
H 0.8978 -2.3648 1.0079 0.097
H -1.4318 -2.5082 0.1986 0.069
H -1.3505 -3.9602 1.2529 0.100
H -2.6277 -2.7742 1.4351 0.065
H -0.9420 -3.8639 3.6495 0.090
H -0.3996 -2.4165 4.4194 0.069
H -2.0962 -2.6306 4.0999 0.077
H -2.9673 -0.8545 1.5566 0.052
O 3.9169 -4.5514 0.7578 -0.060
C 4.3418 -3.7145 1.7950 -0.259
C 5.8437 -3.4591 1.7850 -0.268
O 6.6419 -4.6061 1.7332 -0.046
H 3.6445 -4.0650 -0.0300 0.041
H 3.8748 -2.7218 1.7494 0.097
H 4.0238 -4.1278 2.7561 0.122
H 6.0039 -2.8600 2.7022 0.118
H 6.1424 -2.7897 0.9780 0.100
H 6.1660 -5.3720 2.0648 0.087
O -5.3093 -2.3963 1.7000 -0.074
C -5.9672 -2.9506 2.8247 -0.255
C -5.2652 -4.1877 3.3218 -0.238
O -5.0767 -5.0900 2.2449 -0.057
H -5.2425 -1.4451 1.8093 0.082
H -6.2148 -2.2097 3.5980 0.126
H -7.0150 -3.1856 2.5662 0.121
H -5.8732 -4.6374 4.1022 0.123
H -4.2832 -3.8887 3.7090 0.107
H -4.8216 -4.5697 1.4762 0.068
O -3.6821 -2.4740 -3.2300 -0.073
C -2.9910 -2.0420 -2.0514 -0.225
C -3.8585 -0.9456 -1.4373 -0.236
O -4.0085 0.1638 -2.3145 -0.075
H -4.4420 -3.0160 -3.0021 0.091
H -2.9831 -2.9063 -1.3871 0.107
H -2.0178 -1.6146 -2.2774 0.122
H -3.4372 -0.5614 -0.5080 0.106
H -4.8755 -1.3427 -1.3336 0.120
H -4.1719 -0.1827 -3.1997 0.083
O 3.6656 5.7690 3.7377 -0.075
C 2.8489 5.1834 2.7165 -0.234
C 3.1968 3.6982 2.6889 -0.259
O 4.5623 3.5340 2.3358 -0.063
H 3.8271 6.6989 3.5633 0.085
H 1.8163 5.2806 3.0700 0.114
H 3.0209 5.5810 1.7180 0.122
H 2.6079 3.3279 1.8445 0.115
H 2.9607 3.1811 3.6193 0.116
H 5.0621 3.8843 3.0817 0.081
```

As for the SMILES: CC1(C)CCCC(C)(C)N1O.CC1(C)CCCC(C)(C)N1O.CC1(C)CCCC(C)(C)N1O.OCCO.OCCO.OCCO.OCCO. The highest occupied orbital energy is -8.28 eV. The value obtained for the strongest force on any atom is 0.048 hartree/bohr. As for the energy above the lowest of the compared OMol25 structures with the same formula, charge and spin: 0.591 eV. The calculation puts the lowest unoccupied orbital energy at 0.30 eV. The value obtained for the total energy is -64594.8893 eV. As for the net charge: 0.